# C35H37IrN6O2S3

C35H37IrN6O2S3 as an isolated structure at a distorted geometry (ωB97M-V with the def2-TZVPD basis set, the Open Molecules 2025 dataset).

Total energy, eV: -85275.849
E_HOMO, Ha: -0.23595
Lowest unoccupied orbital energy, eV: -0.2
Orbital gap, eV: 6.2302
Charge: 0
M, u: 862.14
Energy relative to the best compared isomer or geometry (same formula, charge and spin), kJ/mol: 127.2

Last column: Mulliken charge in e.
Element x y z (Å)
Ir  -1.124  -0.161  1.771  2.043
C  2.621  0.475  0.636  -1.932
C  1.248  0.853  1.163  2.314
N  0.767  -0.203  2.037  0.068
N  1.410  -1.300  2.398  -1.061
C  0.676  -2.134  3.055  0.166
S  -1.039  -1.774  3.436  -0.535
S  1.384  -3.592  3.721  -0.155
C  1.178  -4.714  2.290  -0.898
C  2.232  -4.531  1.239  0.125
C  3.490  -5.107  1.382  -0.476
C  4.471  -4.910  0.423  -0.633
C  4.209  -4.127  -0.694  -0.538
C  2.960  -3.544  -0.842  -0.739
C  1.981  -3.745  0.120  0.655
C  1.187  2.140  1.971  -0.266
C  2.172  3.113  1.896  -0.323
C  2.102  4.276  2.649  -1.108
C  1.028  4.458  3.510  -0.441
C  0.034  3.502  3.612  -0.216
C  0.071  2.334  2.835  0.400
O  -0.960  1.511  2.914  -0.452
H  2.559  -0.443  0.054  0.033
H  3.248  0.274  1.504  0.560
H  3.082  1.255  0.040  0.507
H  0.183  -4.526  1.884  0.106
H  1.189  -5.728  2.692  0.576
H  3.706  -5.709  2.257  0.410
H  5.445  -5.367  0.547  0.369
H  4.978  -3.970  -1.439  0.400
H  2.744  -2.923  -1.704  0.438
H  1.019  -3.265  0.008  0.112
H  3.021  2.959  1.242  0.377
H  2.886  5.020  2.579  0.417
H  0.963  5.357  4.110  0.388
H  -0.814  3.639  4.270  0.438
N  0.052  0.982  0.231  -0.185
C  0.097  1.235  -1.016  -0.599
C  -1.160  1.334  -1.812  1.441
C  -2.410  1.119  -1.230  0.055
C  -3.569  1.219  -1.979  -1.517
C  -3.505  1.538  -3.329  -0.704
C  -2.271  1.762  -3.918  -0.922
C  -1.109  1.662  -3.167  -0.813
C  1.358  1.516  -1.759  -0.859
C  1.895  2.797  -1.731  0.160
C  3.071  3.066  -2.416  -0.840
C  3.704  2.060  -3.132  -0.557
C  3.151  0.787  -3.178  -1.020
C  1.970  0.516  -2.503  0.197
H  -2.476  0.914  -0.174  0.537
H  -4.529  1.068  -1.500  0.528
H  -4.412  1.622  -3.914  0.422
H  -2.206  2.019  -4.967  0.432
H  -0.155  1.838  -3.645  0.519
H  1.409  3.570  -1.147  0.335
H  3.497  4.061  -2.383  0.428
H  4.626  2.269  -3.659  0.388
H  3.642  0.003  -3.740  0.447
H  1.530  -0.473  -2.524  0.731
C  -1.388  4.256  0.256  -0.162
S  -2.808  3.540  1.100  0.082
C  -4.119  4.240  0.079  -0.905
H  -1.313  3.883  -0.767  -0.012
H  -0.501  3.961  0.816  -0.362
H  -1.453  5.344  0.249  0.683
H  -4.150  5.326  0.160  0.311
H  -5.065  3.838  0.440  0.346
H  -3.995  3.958  -0.968  0.206
C  -4.187  -4.234  -0.460  -1.180
N  -3.044  -3.359  -0.335  0.072
C  -2.014  -3.210  -1.338  -0.677
C  -1.175  -2.080  -0.759  -0.439
O  -0.176  -1.634  -1.259  -0.192
N  -1.755  -1.682  0.437  0.190
C  -2.828  -2.461  0.636  0.486
N  -3.666  -2.308  1.666  -0.362
H  -4.418  -4.363  -1.516  0.364
H  -5.062  -3.786  0.011  0.436
H  -3.999  -5.215  -0.021  0.314
H  -2.429  -2.917  -2.305  0.372
H  -1.401  -4.105  -1.458  0.359
H  -3.295  -1.787  2.450  0.113
H  -4.265  -3.077  1.912  0.223